1.
Molecular formula: C28H46Cl33NO7S
Method: DFT, ωB97M-V/def2-TZVPD

Results
LUMO: -0.034 eV
Charge: 0
HOMO-LUMO gap: 9.6 eV
Structure (SMILES): CCCN[C@]1(COO)OS(=O)(=O)O[C@@H]1CCCCCCCCCCOC.ClC(Cl)Cl.ClC(Cl)Cl.ClC(Cl)Cl.ClC(Cl)Cl.ClC(Cl)Cl.ClC(Cl)Cl.ClC(Cl)Cl.ClC(Cl)Cl.ClC(Cl)Cl.ClC(Cl)Cl.ClC(Cl)Cl
HOMO: -9.641 eV

Each line ends with the Löwdin charge.
Positions of all 116 atoms, in Å:
C  -3.8235  -5.5462  -5.0888  -1.5263
O  0.7736  4.3704  -0.1909  -0.2512
O  3.9792  1.1508  -2.1151  -0.0895
H  4.0415  3.2046  -0.5308  0.1596
Cl  -2.6673  -6.2452  -6.2352  0.5106
H  -0.2654  -2.9885  -3.0644  0.0524
C  -0.4282  3.3250  1.6465  -0.1146
C  0.4957  -2.2380  -6.0242  -1.5070
C  -0.3617  -3.7318  -0.8344  -0.1596
C  -3.3136  0.3193  2.2675  -0.2173
Cl  -1.2753  -2.2035  -6.0712  0.5140
Cl  -6.2838  -6.1823  -0.0486  0.5111
H  4.0688  -0.5758  1.0979  0.0406
O  3.4688  1.0975  -0.8906  -0.2401
H  3.9071  1.6683  3.4422  0.1028
Cl  2.0252  -5.9689  -2.4394  0.5348
H  0.2565  9.3375  0.9120  -0.0255
C  3.0840  4.0826  5.5744  -1.4995
H  6.2595  -1.4495  2.0480  -0.0053
C  6.7356  -1.0446  -1.0041  -1.5079
Cl  1.9677  -8.8808  -2.4146  0.5256
H  0.7744  -0.1289  -1.9015  0.0930
O  -1.0184  -1.4609  -1.7681  -0.2519
C  -12.2685  -9.7336  -1.7681  -1.5301
Cl  -1.1800  9.1638  2.7724  0.5168
C  1.3957  -7.4199  -3.2380  -1.5224
H  2.7870  5.0100  6.0707  0.0235
H  1.0581  -2.2869  -1.8781  0.1223
H  -4.5710  -4.9833  -5.6537  0.0213
H  1.8936  1.5995  2.7024  0.0776
H  -0.6962  0.4510  -0.8771  0.0579
C  -1.0313  -3.0756  1.7004  -0.1884
C  3.8945  1.4121  2.2862  -0.1972
H  0.8672  -2.2541  -7.0520  0.0190
H  -1.2333  -0.8975  0.7699  0.0959
C  -0.3947  -0.1359  -1.8716  -0.1275
C  -1.0623  1.9293  2.3141  -0.1791
H  4.2166  0.1852  -2.3204  0.1153
H  -1.4977  -4.0098  -0.7696  0.1081
H  -4.1439  -0.0593  1.5196  0.1164
Cl  1.0677  -3.6989  -5.2008  0.5210
H  -6.5418  -7.6494  -1.8749  -0.0144
H  1.7672  -7.4360  -4.2657  0.0195
H  -0.7631  -3.5750  2.7252  0.1093
H  0.8224  -2.2598  0.4445  0.1067
O  2.7366  3.9127  1.3718  -0.2784
H  6.0165  -0.5382  3.7258  0.0028
O  2.9526  5.9673  -0.5193  -0.3214
H  0.7615  6.6302  -1.6110  -0.0297
Cl  -1.6333  10.5939  0.2759  0.4743
Cl  -11.8659  -8.0415  -1.4295  0.4916
Cl  7.2818  -1.3360  -2.6643  0.5370
C  -0.4131  10.0291  1.4297  -1.5416
H  0.0777  4.0068  2.4650  0.0760
H  -0.8971  0.4881  -2.7500  0.1105
H  6.1615  -4.3045  5.8667  0.0173
H  4.6187  2.1298  1.7097  0.1362
C  -2.4403  1.4984  1.5385  -0.2160
H  -3.1353  2.4679  1.5251  0.1208
H  -2.0791  -0.7751  3.8969  0.1112
H  -3.8792  0.7710  3.1961  0.1109
C  2.2082  2.6139  0.8446  -0.3265
C  -1.2153  -1.4306  1.8236  -0.2152
Cl  0.5482  11.3892  2.0344  0.5192
Cl  0.9312  8.9659  -1.8763  0.5474
C  -4.4878  10.8690  -2.3177  -1.5356
Cl  -3.0048  -4.4314  -3.9812  0.5073
Cl  1.3655  6.8913  -3.8741  0.5309
Cl  -4.6529  -6.8243  -4.1846  0.5204
Cl  -5.7080  11.4339  -3.4715  0.5162
Cl  4.1368  -3.7148  4.8144  0.5178
C  0.4855  7.3333  -2.4010  -1.5294
Cl  -10.8585  -10.5917  -2.4124  0.5115
N  2.4492  1.4587  1.8088  0.0217
H  0.2963  -4.6731  -1.1535  0.0361
H  -2.0281  -3.5345  1.2917  0.1040
H  -3.2037  -1.8875  2.8446  0.1136
H  3.6437  -0.7693  2.9346  0.1086
C  4.3502  -0.1937  2.1825  -0.2249
S  2.0735  5.2416  0.5345  0.8638
Cl  7.9900  -1.5157  0.1553  0.5601
H  -3.8183  10.1774  -2.8354  0.0153
O  1.4877  6.4448  1.3574  -0.3339
Cl  1.8977  3.7220  4.3086  0.6059
Cl  6.7655  -4.0435  3.6036  0.5269
C  0.6591  3.0259  0.4559  -0.1912
Cl  3.1166  2.7879  6.7835  0.5255
H  -0.2141  -1.0479  2.3488  0.1068
Cl  -12.8697  -10.5345  -0.3064  0.5176
C  5.9318  -0.4345  2.5460  -0.1749
Cl  6.3312  -1.9688  5.6014  0.5519
H  -1.2452  2.1098  3.4692  0.1277
H  -0.1818  1.1318  2.2178  0.0886
H  1.0431  -4.0613  1.0601  0.1072
H  -2.2993  1.1979  0.4086  0.1017
C  -0.0726  -2.5600  -1.9927  -0.2271
Cl  -5.2548  10.0038  -0.9750  0.5107
H  6.6360  0.4026  2.1172  0.0784
H  -1.3466  3.9024  1.1526  0.1397
Cl  5.2298  -1.9210  -0.6818  0.5786
C  0.2567  -3.2836  0.6540  -0.1798
Cl  -1.2632  7.2200  -2.6633  0.5174
Cl  1.1252  -0.7870  -5.2256  0.5352
H  2.4618  2.8762  -1.5139  0.1528
H  0.4048  2.2774  -0.4073  0.1587
Cl  -0.3753  -7.3853  -3.2850  0.5143
H  -13.0591  -9.7550  -2.5225  0.0176
C  -2.4478  -0.9664  2.7988  -0.2130
C  3.0748  2.5080  -0.5820  -0.0450
C  -6.9134  -7.6333  -0.8471  -1.5380
H  6.5432  0.0250  -0.8876  0.0225
Cl  -8.6843  -7.5987  -0.8942  0.4907
Cl  -6.3413  -9.0942  -0.0238  0.5177
Cl  -3.5265  12.2292  -1.7130  0.4950
Cl  4.6931  4.3170  4.8703  0.5402
C  5.8855  -3.6015  5.0767  -1.5101

2.
Molecular formula: C28H46CoNP3
Method: DFT, ωB97M-V/def2-TZVPD

Results
Relative energy (zero: lowest compared OMol25 entry of this formula, charge and spin): 0.000 eV
LUMO (alpha / beta): -1.813 / -3.703 eV
Charge: +1
⟨S²⟩: 6.03
Spin multiplicity: 5
HOMO-LUMO gap (alpha / beta): 7.3 / 6.5 eV
HOMO (alpha / beta): -9.070 / -10.212 eV

Each line ends with the Löwdin charge.
Positions of all 79 atoms, in Å:
C  1.6554  -2.3644  -2.1678  -0.2250
C  -1.6716  -0.7705  2.5265  -0.5143
H  0.6677  -2.8241  1.6482  0.0646
H  -1.4156  -2.9017  2.9914  0.0703
H  4.9759  -0.3061  -2.0885  0.1247
H  1.9305  -2.9111  3.7615  0.0917
H  3.0814  -2.6004  1.6111  0.0961
H  -1.9950  3.3235  -3.5401  0.1166
H  -1.4280  0.9317  3.8974  0.0758
H  2.4011  -1.5867  0.3293  0.0491
P  -2.3971  0.2621  -0.8209  0.7768
H  -3.1136  1.4296  -2.7947  0.0948
H  2.3140  0.6416  3.2510  0.0735
H  3.7961  2.2656  -0.7499  0.1413
C  -0.6198  -4.2622  -0.0382  -0.2286
H  2.0312  2.5278  1.1034  0.0873
C  2.4725  -1.7025  1.4227  -0.0920
H  3.4271  1.8921  -1.4455  0.0095
H  3.0131  -0.8385  1.8343  0.0778
C  -4.0658  -0.4413  -0.7171  -0.2250
H  -1.2555  -4.1872  0.8528  0.0293
C  0.3848  -3.1421  -2.4274  -0.2439
H  2.2927  3.7136  -3.2330  0.1241
H  0.9231  1.8777  -0.1117  0.0626
H  2.2876  0.8947  0.4709  0.0560
H  -3.0522  -2.2592  3.2449  0.0924
H  -0.8583  -5.1900  -0.5773  0.0608
P  -0.9281  -2.8464  -1.1495  0.7949
H  -2.6204  1.6923  1.1342  0.0364
C  0.3045  1.0486  -2.4487  -0.1747
H  3.4866  1.4905  -3.2580  0.1447
Co  -0.6640  -0.8662  -0.6333  0.0714
P  -0.1071  -0.5988  1.4972  1.0271
N  0.4141  -0.2406  -1.8812  -0.0819
H  -3.3053  -3.1982  -1.3656  0.0370
C  2.8297  -0.2068  -2.1775  -0.1660
C  1.3614  1.1858  3.2501  -0.1040
H  2.9132  -4.0974  -2.1049  0.1171
C  2.8248  1.2515  -2.4113  -0.1304
C  4.0503  -0.8870  -2.0729  -0.0249
H  0.7601  0.8670  4.1068  0.0553
H  0.5917  -4.2198  -2.4248  0.0947
H  -4.7967  0.3726  -0.8155  0.0592
C  -2.4439  -3.3381  -2.0297  -0.2380
H  -4.1902  -0.9257  0.2602  0.0460
C  -0.9619  1.6080  -2.7852  -0.2236
C  1.0963  -1.8959  2.0664  -0.5113
C  -1.0197  2.9102  -3.2774  -0.0444
C  1.5139  1.6137  0.7775  -0.1176
C  -2.2343  0.8097  -2.5824  -0.2514
H  5.0243  -2.8015  -1.8872  0.1102
H  -2.4897  -2.5892  1.6008  0.0510
C  1.6263  -0.9408  -2.0761  -0.1829
C  0.1358  3.6828  -3.4035  -0.0689
H  0.0563  4.7165  -3.7375  0.1093
C  2.8894  -3.0064  -2.0808  -0.0494
C  1.3763  3.1319  -3.1110  -0.0250
C  -2.5358  1.8567  0.0528  -0.2117
H  -2.4059  -0.1847  1.9425  0.0578
C  -2.1733  -2.2175  2.5849  -0.1066
H  1.6055  -1.2042  4.0890  0.0652
C  4.0755  -2.2739  -1.9864  -0.0744
H  -2.5702  -2.7212  -2.9291  0.0512
H  -1.6522  2.4775  -0.1448  0.0556
C  1.4807  1.8063  -2.6718  -0.1715
C  -1.6021  -0.1499  3.9253  -0.1014
H  -2.2687  -0.0889  -3.2201  0.0954
H  1.6002  2.2471  3.4108  0.0918
C  1.2147  -2.0951  3.5837  -0.0940
C  0.6254  1.0712  1.9065  -0.4931
H  -0.2768  1.7095  1.9545  0.0949
H  -0.0735  -2.8762  -3.3947  0.1058
H  -2.5699  -0.3113  4.4209  0.0893
H  -3.4350  2.3751  -0.3088  0.0630
H  -0.8347  -0.6226  4.5518  0.0692
H  -2.3722  -4.3965  -2.3138  0.0591
H  0.2703  -2.3870  4.0561  0.0590
H  0.4360  -4.2785  0.2655  0.0514
H  -4.2210  -1.1805  -1.5117  0.0377

3.
Molecular formula: C28H46F2O7
Method: DFT, ωB97M-V/def2-TZVPD

Results
LUMO: -0.345 eV
Charge: 0
HOMO-LUMO gap: 7.0 eV
Structure (SMILES): C=CC[C@H]1OC(=O)[C@@](CC(=O)F)([C@@H](C)CCC)[C@]1(CCCCCCCCC)CC(=O)F.COC(=O)OC
HOMO: -7.391 eV

Each line ends with the Löwdin charge.
Positions of all 83 atoms, in Å:
H  -0.4057  -0.9392  5.9929  0.0536
H  -3.8589  -0.9518  1.1543  0.1111
H  -1.9242  3.2062  0.0189  0.1030
F  5.1642  4.6770  1.4254  -0.0152
H  -4.3583  -3.4217  0.8957  0.0750
C  -2.1508  2.7420  -1.0233  -0.2005
C  2.3574  -0.9948  1.3646  -0.0435
H  -0.1337  0.5167  2.8512  0.1045
O  6.4304  2.8422  1.9298  0.0955
H  -2.5296  -2.8286  -1.1136  0.1076
H  1.4140  -1.2343  5.3108  0.0675
C  0.4974  0.8667  5.0559  -0.1426
H  3.9297  -0.8328  -2.8792  0.1070
O  4.7858  0.7029  3.2092  0.0909
C  0.5554  2.7254  -0.9187  -0.1782
H  -6.6810  -5.4558  -1.7510  0.0930
H  4.3689  -0.3247  0.6764  0.1413
O  -5.4594  -4.5709  -3.1302  -0.0077
C  3.2861  0.0760  0.5376  -0.2687
C  2.1364  3.9082  1.4143  -0.0395
C  -5.1978  -4.4400  -4.4431  -0.5963
O  -5.8031  -4.9702  -5.3435  0.1225
H  0.7291  1.6514  5.8740  0.1190
H  1.9768  -0.4467  -1.2071  0.1174
H  1.6347  3.0243  3.7034  0.1627
C  -3.1421  1.4507  -0.8687  -0.2006
C  1.6027  2.0764  3.0357  -0.2231
O  2.6331  1.2531  3.7130  -0.0230
C  -2.5630  -2.4416  -0.0295  -0.2600
H  4.0185  2.9805  -0.4154  0.1298
H  1.5853  -0.4860  2.0379  0.0638
H  -6.3706  -6.4403  -3.1903  0.0990
H  5.1694  -0.2872  -1.6260  0.1097
C  0.5163  -0.5309  5.4503  -0.0439
H  -0.7228  3.0143  -2.7265  0.1116
H  -3.3751  1.1323  -1.9628  0.1175
H  -2.8952  -2.7064  -5.9170  0.0926
C  5.4032  3.2425  1.3145  -0.2608
C  1.8342  2.2956  1.4307  -0.2044
C  -3.7509  -3.3831  -5.9291  -0.0486
C  3.0058  0.0719  -1.0495  -0.1843
H  -3.4462  -4.3167  -6.4078  0.0988
H  -7.4837  -5.0306  -3.2715  0.0989
O  -4.1434  -3.6150  -4.5775  -0.0081
H  -2.7180  3.5769  -1.5992  0.1116
H  -0.5790  2.2032  3.6129  0.1283
H  2.9781  1.1007  -1.5473  0.0961
C  0.2319  1.3751  3.5281  -0.1158
F  1.0724  6.2290  1.8249  0.0052
H  1.4441  2.5795  -1.6263  0.0963
H  1.7588  -1.6586  0.6268  0.0779
H  5.1333  1.5483  -0.0961  0.1411
H  -2.8273  -3.4563  1.9716  0.0739
H  5.1133  -2.4918  -0.5616  0.0820
H  -1.8496  0.4265  0.7834  0.0954
C  0.6265  1.8675  0.4436  -0.1155
C  0.8560  4.7920  1.7805  -0.2768
C  -3.2172  -3.5910  0.8996  -0.1430
O  -0.2866  4.3825  2.0703  0.0931
H  -2.9230  -4.6348  0.5360  0.0688
H  4.2763  -3.1294  -2.0857  0.0801
H  -0.3994  2.0234  0.9651  0.0961
H  -1.4846  -2.2589  0.3104  0.0922
H  -1.6022  -0.2671  -0.9032  0.0969
C  -3.4362  -1.0645  0.0973  -0.1983
C  4.1833  -2.3535  -1.2296  -0.1200
C  3.6964  1.1407  2.7615  -0.3016
C  -2.4061  0.1780  -0.1917  -0.2286
C  -0.7776  2.3339  -1.7847  -0.1932
H  -0.7574  1.2588  -2.1744  0.1005
H  0.6471  0.7541  0.1498  0.1073
C  3.2819  1.5458  1.2296  -0.1809
C  4.4436  2.3221  0.4249  -0.0177
H  2.8945  4.0674  2.2802  0.1483
H  -4.2209  -1.0058  -0.7395  0.1111
H  2.5323  4.2804  0.4077  0.1272
H  3.2430  -2.6685  -0.6369  0.0666
H  3.0599  -1.6698  1.9885  0.1081
H  -4.1179  1.7481  -0.3135  0.1190
C  4.1498  -0.8255  -1.7456  -0.2434
C  -6.5631  -5.4252  -2.8351  -0.0468
H  -4.5594  -2.9072  -6.4892  0.0988
H  0.4640  3.8670  -0.7484  0.1155

Number 1: energy -469665.436 eV. Number 2: energy -96759.172 eV. Number 3: energy -49539.812 eV.